Entry 1:
Below is a structure of composition C53H44ClGeMnN2O2P in a non-equilibrium geometry, with properties calculated with ωB97M-V with the def2-TZVPD basis set.

Geometry as XYZ:
```
105
Properties=species:S:1:pos:R:3:forces:R:3:lowdin_spin:R:1
Mn -1.299 -1.977 0.856 0.0 0.0 0.0 0.9688
O -2.528 -1.933 -0.684 0.3 -0.1 0.3 0.0056
C -2.606 -2.622 -1.723 0.1 -0.1 0.4 0.0005
C -3.825 -2.558 -2.476 0.9 -0.5 -0.3 -0.0002
C -3.851 -3.263 -3.619 -1.2 0.3 -1.5 0.0012
C -2.858 -4.164 -4.136 0.5 0.0 1.6 -0.0008
C -1.767 -4.382 -3.377 0.9 1.0 -0.2 0.0012
C -1.511 -3.553 -2.171 -0.5 -0.1 0.5 -0.0005
C -0.384 -3.777 -1.430 -0.4 0.0 0.1 0.0035
N 0.204 -3.153 -0.293 -1.4 0.7 -0.2 -0.0043
C 0.654 -4.132 0.746 0.0 -0.8 -0.8 -0.0013
C -0.580 -4.769 1.390 -0.7 0.9 0.2 -0.0063
N -1.548 -3.681 1.753 1.1 -0.6 -0.2 -0.0084
C -2.276 -3.841 2.803 -0.2 -0.3 0.5 0.0057
C -3.203 -2.868 3.318 -0.3 1.2 0.0 0.0042
C -4.113 -3.289 4.315 0.2 1.0 -0.3 -0.0013
C -5.083 -2.476 4.864 -0.2 -0.3 -0.1 0.0031
C -5.153 -1.133 4.435 0.8 -0.5 -0.4 -0.0001
C -4.207 -0.631 3.557 -0.3 -0.8 -0.4 0.0015
C -3.244 -1.479 2.908 -0.4 -0.2 0.7 0.0038
O -2.428 -0.964 2.024 0.2 -0.1 -0.5 0.0392
H -4.674 -1.951 -2.179 0.4 0.0 0.2 0.0000
H -4.700 -3.088 -4.276 -0.1 -0.3 0.2 0.0000
H -3.039 -4.710 -5.033 -0.1 -0.1 -0.5 -0.0001
H -0.945 -4.992 -3.756 -0.3 -0.1 0.3 0.0001
H 0.273 -4.559 -1.721 0.2 -1.1 -0.8 0.0003
H 1.275 -3.602 1.441 0.2 0.2 0.4 -0.0001
H 1.259 -4.960 0.325 -0.1 0.5 -0.1 -0.0003
H -0.324 -5.333 2.300 0.1 0.0 -0.5 -0.0009
H -1.069 -5.431 0.656 0.1 0.1 0.3 0.0000
H -2.157 -4.809 3.360 -0.4 0.8 -0.4 0.0003
H -3.945 -4.290 4.605 -0.4 -1.1 0.6 -0.0001
H -5.799 -2.891 5.581 0.4 0.3 -0.3 0.0002
H -5.941 -0.460 4.742 0.0 -0.1 0.3 -0.0001
H -4.326 0.408 3.273 0.4 -0.1 -0.2 0.0000
Cl 0.487 -0.917 2.078 -0.2 0.1 0.4 0.0080
C 2.112 -1.308 1.609 1.2 0.1 1.0 -0.0012
C 3.107 -1.258 2.614 -0.2 -0.2 -2.1 -0.0004
C 4.424 -1.409 2.215 0.3 -0.1 -0.2 0.0001
C 4.767 -1.591 0.869 -0.1 -0.3 0.5 -0.0007
C 3.750 -1.737 -0.063 0.6 0.3 -0.4 0.0002
C 2.406 -1.603 0.285 0.2 0.1 0.4 -0.0010
P 1.085 -1.691 -0.935 -0.3 0.5 0.0 -0.0144
C 2.024 -2.184 -2.396 -0.5 -0.1 -1.5 -0.0044
C 2.711 -3.392 -2.525 0.2 -1.0 0.1 -0.0006
C 3.481 -3.698 -3.649 0.1 0.9 -0.2 -0.0002
C 3.576 -2.727 -4.678 -0.3 -1.6 0.6 0.0001
C 2.766 -1.621 -4.650 0.1 0.8 -0.2 0.0000
C 1.971 -1.345 -3.537 0.7 -0.9 0.7 -0.0003
C -1.531 2.028 -0.965 -0.2 -0.4 0.5 0.0002
C -1.265 2.828 -2.093 -0.5 0.2 -0.5 0.0000
C -2.108 2.755 -3.187 0.5 1.3 -0.2 0.0000
C -3.255 1.983 -3.187 0.6 -1.0 0.9 0.0000
C -3.440 1.064 -2.108 0.4 1.2 -0.2 0.0001
C -2.617 1.070 -0.991 -0.3 1.0 -1.1 0.0001
H 2.917 -1.092 3.637 -0.6 0.2 0.9 0.0001
H 5.190 -1.403 2.984 0.0 0.1 -0.2 0.0000
H 5.820 -1.677 0.586 -0.5 0.0 0.0 0.0000
H 3.999 -1.888 -1.112 0.1 0.0 0.4 0.0000
H 2.591 -4.144 -1.731 0.4 0.4 -0.2 0.0000
H 4.050 -4.630 -3.731 -0.3 0.3 0.1 0.0000
H 4.178 -2.924 -5.553 0.1 0.0 0.0 0.0000
H 2.841 -0.954 -5.517 -0.4 -0.1 0.5 0.0000
H 1.341 -0.491 -3.538 -0.4 0.8 0.1 -0.0002
H -0.471 3.567 -2.018 -0.1 -0.2 -0.2 0.0000
H -1.956 3.469 -3.983 0.1 -0.1 -0.2 0.0000
H -3.962 2.078 -4.022 0.2 -0.2 0.6 0.0000
H -4.331 0.505 -2.149 -0.8 -0.9 0.2 0.0000
H -2.855 0.486 -0.115 0.1 -0.2 0.1 0.0000
C -0.835 2.277 0.191 0.5 -1.3 1.7 0.0000
Ge 0.665 3.497 0.844 0.0 0.7 -0.7 0.0000
C 0.574 3.192 2.785 0.4 -0.1 -1.0 0.0000
C 1.311 2.147 3.314 -0.2 -0.1 0.4 0.0002
C 0.988 1.676 4.574 -0.4 -0.1 0.2 0.0002
C -0.069 2.206 5.316 0.1 0.4 -0.2 0.0000
C -0.775 3.307 4.818 0.9 -1.0 -0.5 0.0000
C -0.408 3.764 3.562 -0.8 1.1 -0.3 0.0000
C 2.324 2.889 -0.006 -0.2 -0.7 0.6 0.0000
C 2.348 1.909 -0.987 -0.4 0.4 -0.2 -0.0001
C 3.518 1.606 -1.652 -0.7 -0.9 -0.7 0.0000
C 4.696 2.193 -1.290 0.9 0.1 0.0 0.0000
C 4.734 3.086 -0.231 -0.3 -0.1 0.2 0.0000
C 3.537 3.425 0.405 0.4 0.8 0.5 0.0000
C 0.254 5.186 -0.106 -0.4 0.7 0.2 0.0000
C 1.174 5.657 -1.050 0.2 -0.6 -0.4 0.0000
C 0.990 6.734 -1.909 -0.6 -0.3 1.0 0.0000
C -0.172 7.457 -1.727 -0.8 0.5 -0.2 0.0000
C -1.128 7.091 -0.774 1.1 -0.9 0.3 0.0000
C -0.926 5.929 0.028 -0.3 1.5 -0.9 0.0000
H -1.086 1.604 1.060 -0.2 0.5 -0.8 -0.0001
H 2.110 1.669 2.778 0.3 -0.1 -0.4 0.0000
H 1.515 0.814 4.932 0.2 -0.2 0.4 0.0001
H -0.307 1.773 6.276 -0.1 0.0 0.0 0.0000
H -1.619 3.740 5.306 -0.2 0.2 0.5 0.0000
H -0.897 4.633 3.132 -0.3 0.0 0.2 0.0000
H 1.433 1.427 -1.286 -0.3 -0.2 -0.1 -0.0002
H 3.475 0.881 -2.468 0.2 0.2 0.2 0.0000
H 5.599 1.923 -1.822 0.1 0.1 0.1 0.0000
H 5.695 3.466 0.087 -0.1 0.2 0.1 0.0000
H 3.517 4.147 1.235 0.3 -0.3 -0.4 0.0000
H 2.046 5.076 -1.215 0.9 -0.4 0.0 0.0000
H 1.738 6.993 -2.646 0.0 0.0 0.0 0.0000
H -0.388 8.320 -2.351 0.1 0.0 0.1 0.0000
H -1.975 7.752 -0.651 -0.2 -0.3 0.1 0.0000
H -1.743 5.716 0.702 0.1 -0.4 0.3 0.0000
```
Forces are in eV/Å.

Output
- E_tot: -172380.86988 eV
- Frontier orbital gap (spin up / spin down): 4.7 / 4.8 eV
- Net charge: +2
- ⟨S²⟩: 1.148
- HOMO level (spin up / spin down): -0.4392 / -0.4419 Ha
- LUMO level (spin up / spin down): -7.2 / -7.2 eV
- Spin multiplicity: 2



Entry 2:
Below is a structure of composition C53H44NOP2PdS, with properties calculated with ωB97M-V with the def2-TZVPD basis set.

Geometry as XYZ:
```
103
Properties=species:S:1:pos:R:3:forces:R:3:mulliken_charge:R:1
Pd 0.297 -1.033 -0.320 -0.1 -0.2 0.2 -0.9479
C -5.752 3.172 -0.923 0.0 0.0 0.0 -1.8911
C -5.076 2.453 0.258 0.0 0.0 0.0 2.3702
C -6.091 2.327 1.401 0.0 0.0 0.0 -1.8950
C -3.952 3.375 0.737 0.0 0.0 0.0 -2.1508
C -4.612 1.058 -0.206 0.0 0.0 0.1 -0.6855
C -5.542 0.256 -0.758 -0.1 0.0 -0.1 0.1530
C -5.282 -0.966 -1.461 0.0 0.1 0.0 -1.6784
C -3.970 -1.316 -1.594 0.0 0.0 0.0 1.4271
S -3.321 -2.692 -2.423 -0.1 -0.2 -0.1 -0.5237
C -1.734 -2.353 -1.807 0.3 -0.1 -0.1 -0.4861
N -1.705 -1.203 -1.111 0.0 0.0 0.1 1.0391
C -2.896 -0.587 -1.012 0.0 0.2 0.0 -3.7911
C -3.133 0.685 -0.233 0.0 0.1 0.0 3.0707
C -0.845 -3.414 -1.403 -0.1 0.1 -0.1 1.3085
C -0.980 -4.727 -1.856 0.0 -0.1 0.0 -0.8900
C -0.310 -5.760 -1.216 0.0 0.0 0.0 -0.8191
C 0.466 -5.488 -0.103 0.0 0.0 0.0 -0.7882
C 0.643 -4.163 0.300 0.1 0.0 0.2 0.6259
C 0.069 -3.102 -0.374 0.1 0.2 -0.1 -0.4393
H -5.975 4.208 -0.660 0.0 0.1 0.0 0.4880
H -6.684 2.687 -1.210 0.0 0.0 0.0 0.3471
H -5.097 3.171 -1.796 0.1 0.0 0.0 0.3200
H -6.473 3.314 1.673 0.0 0.1 0.0 0.4648
H -5.622 1.884 2.279 0.0 0.0 0.0 0.3377
H -6.937 1.704 1.112 0.0 0.0 0.0 0.2939
H -4.396 4.308 1.097 0.0 0.0 0.0 0.6911
H -3.275 3.636 -0.074 0.1 0.0 -0.1 0.2764
H -3.364 2.957 1.544 0.0 0.0 0.0 0.4540
H -6.578 0.579 -0.724 -0.1 0.0 0.0 0.3572
H -6.083 -1.570 -1.855 -0.1 -0.1 0.0 0.3571
H -2.629 1.513 -0.744 -0.1 -0.1 0.0 -0.9349
H -1.655 -4.946 -2.673 0.0 0.0 0.0 0.4466
H -0.428 -6.779 -1.564 0.0 0.0 0.0 0.3492
H 0.952 -6.288 0.442 0.0 0.0 0.0 0.4319
H 1.274 -3.986 1.167 0.0 0.0 -0.1 0.2735
O 2.815 1.304 0.770 0.2 -0.1 0.5 -0.0723
C 4.014 0.834 0.341 -0.2 0.2 -0.1 0.4561
C 5.116 1.616 0.013 0.1 -0.1 0.0 -1.2063
C 6.309 0.990 -0.319 0.0 0.0 0.0 -0.8108
C 6.399 -0.392 -0.340 -0.1 0.1 0.0 -1.1156
C 5.259 -1.147 -0.107 0.1 -0.1 -0.2 -0.1189
C 4.041 -0.552 0.207 0.0 -0.1 -0.2 0.7185
P 2.472 -1.533 0.293 0.0 0.0 0.0 1.7173
C 3.070 -2.924 -0.739 0.0 -0.1 0.1 0.9680
C 2.798 -2.826 -2.098 -0.1 0.1 -0.1 -0.9723
C 3.258 -3.793 -2.976 0.0 0.0 -0.1 -0.4715
C 3.989 -4.874 -2.505 0.0 0.0 0.0 -0.8238
C 4.249 -4.987 -1.147 0.0 0.0 -0.1 -0.7466
C 3.794 -4.014 -0.271 -0.2 -0.1 0.0 0.1881
C 2.479 -2.012 2.054 0.1 0.1 0.0 -0.1704
C 1.308 -1.805 2.774 -0.3 0.1 -0.1 -0.2145
C 1.260 -2.082 4.132 0.0 0.0 0.0 -0.8452
C 2.382 -2.569 4.782 0.0 0.0 0.0 -0.5274
C 3.563 -2.761 4.074 -0.1 0.0 0.0 -0.9229
C 3.614 -2.470 2.722 0.0 0.1 0.0 -0.6106
C 2.408 2.614 0.693 -0.1 -0.2 -0.3 0.0540
C 3.150 3.682 1.179 -0.1 0.0 0.1 -0.5589
C 2.634 4.962 1.050 0.0 0.0 0.0 -0.7262
C 1.399 5.163 0.453 0.0 0.0 0.0 -0.9375
C 0.656 4.073 0.030 0.0 -0.1 0.0 0.2109
C 1.139 2.773 0.160 0.0 0.0 0.0 -0.0183
P 0.003 1.350 -0.164 0.2 0.1 0.1 1.9527
C -0.413 1.831 -1.915 0.0 0.0 0.1 1.6653
C -1.327 2.801 -2.310 0.0 0.0 0.0 0.5054
C -1.508 3.108 -3.649 0.0 0.0 0.0 -1.0653
C -0.765 2.453 -4.621 0.0 0.0 0.0 -0.7826
C 0.158 1.490 -4.240 0.0 0.0 -0.1 -0.6060
C 0.326 1.185 -2.899 0.2 -0.3 0.0 -1.0379
C -1.164 1.579 1.116 0.0 0.1 0.2 1.4656
C -0.953 2.436 2.221 0.1 0.0 -0.1 -0.6148
C -1.741 2.446 3.337 -0.1 -0.1 0.0 -1.3224
C -2.858 1.534 3.394 0.0 0.0 0.2 -0.7776
C -3.154 0.702 2.388 0.0 -0.1 -0.1 -1.5078
C -2.330 0.588 1.133 0.1 -0.1 0.0 0.7939
H 5.047 2.691 0.009 0.0 0.0 0.0 0.6679
H 7.170 1.598 -0.566 0.0 0.0 0.0 0.3791
H 7.330 -0.884 -0.583 0.1 0.0 0.0 0.4555
H 5.322 -2.222 -0.229 0.0 0.2 0.0 0.4342
H 2.181 -2.008 -2.467 0.1 -0.1 0.1 0.0891
H 3.022 -3.711 -4.029 0.0 0.0 0.0 0.4227
H 4.338 -5.635 -3.191 0.0 0.0 0.0 0.3407
H 4.793 -5.841 -0.764 0.0 0.0 0.0 0.4374
H 3.964 -4.140 0.788 0.0 0.0 0.1 0.2788
H 0.418 -1.421 2.265 0.3 -0.1 0.1 0.5512
H 0.341 -1.907 4.674 0.0 0.0 0.0 0.4946
H 2.344 -2.787 5.841 0.0 0.0 0.0 0.3971
H 4.448 -3.123 4.580 0.0 0.0 0.0 0.4257
H 4.554 -2.576 2.199 0.1 0.0 -0.1 0.4156
H 4.092 3.519 1.682 0.0 0.0 0.0 0.7350
H 3.202 5.802 1.428 0.0 0.0 0.0 0.3812
H 0.998 6.161 0.348 0.0 0.0 0.0 0.4335
H -0.334 4.227 -0.371 -0.1 0.0 0.0 0.2627
H -1.921 3.317 -1.569 -0.1 0.0 0.1 -0.1981
H -2.239 3.855 -3.932 0.0 0.0 0.0 0.4356
H -0.916 2.680 -5.668 0.0 0.0 0.0 0.3731
H 0.735 0.962 -4.988 0.0 0.0 0.0 0.4370
H 1.038 0.407 -2.606 -0.2 0.2 -0.1 -0.0124
H -0.112 3.118 2.206 0.0 0.0 0.0 0.1279
H -1.526 3.110 4.161 0.0 0.0 0.0 0.3895
H -3.493 1.535 4.276 0.0 0.0 0.0 0.3001
H -4.003 0.032 2.466 0.0 0.0 0.0 0.5532
H -1.946 -0.446 1.114 0.0 0.1 0.0 -0.0811
```
Forces are in eV/Å.

Output
- E_tot: -92104.67118 eV
- Energy relative to the best compared isomer or geometry (same formula, charge and spin): 60.75 kcal/mol
- Frontier orbital gap (spin up / spin down): 4.5 / 4.4 eV
- Net charge: -1
- HOMO level (spin up / spin down): -0.0834 / -0.0812 Ha
- LUMO level (spin up / spin down): 2.2 / 2.2 eV



Entry 3:
Below is a structure of composition C53H45BrF9GaN3O2P, with properties calculated with ωB97M-V with the def2-TZVPD basis set.

Geometry as XYZ:
```
115
Properties=species:S:1:pos:R:3:forces:R:3:mulliken_charge:R:1
Ga 0.973 -0.029 -0.157 -0.1 0.2 0.2 2.5149
C -1.275 -0.578 6.438 0.0 0.0 0.0 -1.5187
C 0.221 -0.718 6.104 0.0 0.0 0.0 1.6850
C 0.693 -2.146 6.423 0.0 0.0 0.0 -1.5409
C 1.015 0.273 6.957 0.0 0.0 0.0 -2.0935
C 0.406 -0.463 4.617 0.0 0.0 0.1 0.5254
C 1.169 0.588 4.112 0.0 0.0 0.0 -1.4839
C 1.291 0.752 2.749 0.0 -0.1 0.0 -1.0183
N 0.684 -0.057 1.876 0.2 0.0 0.0 0.0603
C -0.048 -1.085 2.333 -0.1 0.0 -0.1 0.1040
C -0.201 -1.306 3.682 -0.1 0.0 0.1 -0.6031
C -0.632 -1.952 1.272 0.1 0.1 0.0 0.5364
C -1.433 -3.037 1.538 0.0 -0.1 0.1 -0.7030
C -1.899 -3.857 0.506 0.0 0.0 0.0 0.5639
C -1.547 -3.486 -0.788 -0.1 0.0 0.0 -0.3784
C -0.760 -2.373 -0.995 0.0 0.1 0.1 -0.9855
N -0.299 -1.620 0.009 -0.1 0.1 -0.1 0.0867
C -2.709 -5.102 0.833 0.0 0.0 0.0 1.7249
C -3.137 -5.858 -0.427 0.0 0.0 0.0 -2.0548
C -1.826 -6.027 1.690 0.0 0.0 0.0 -1.5674
C -3.959 -4.698 1.632 0.0 0.0 0.0 -1.4528
H -1.427 -0.766 7.502 0.0 0.0 -0.1 0.4509
H -1.886 -1.296 5.884 0.0 0.0 0.0 0.3264
H -1.637 0.428 6.216 0.0 0.0 0.0 0.3704
H 0.602 -2.323 7.496 0.0 0.0 0.0 0.4703
H 1.739 -2.291 6.144 0.0 0.0 0.0 0.3697
H 0.092 -2.903 5.914 0.0 0.0 0.0 0.3260
H 0.882 0.024 8.010 0.0 0.0 0.0 0.4289
H 0.669 1.300 6.818 0.0 0.0 0.0 0.3864
H 2.086 0.227 6.743 0.0 0.0 0.0 0.4116
H 1.677 1.281 4.768 0.0 0.0 0.0 0.5910
H 1.910 1.533 2.326 0.0 0.0 0.0 1.2034
H -0.787 -2.147 4.025 0.0 0.0 0.0 0.5985
H -1.685 -3.276 2.562 0.0 0.0 -0.1 0.6390
H -1.873 -4.060 -1.645 0.0 0.0 0.0 0.6549
H -0.487 -2.063 -1.993 0.0 0.0 0.0 0.4369
H -2.276 -6.217 -0.996 0.0 0.0 0.0 0.4092
H -3.764 -5.246 -1.078 0.0 0.0 0.0 0.3408
H -3.719 -6.733 -0.135 0.0 0.0 0.0 0.4555
H -0.916 -6.310 1.157 0.0 0.0 0.0 0.3618
H -2.380 -6.939 1.924 0.0 0.0 0.0 0.4654
H -1.540 -5.560 2.636 0.0 0.0 0.0 0.3291
H -4.594 -4.021 1.057 0.0 0.0 0.0 0.2180
H -3.707 -4.218 2.581 0.0 0.0 -0.1 0.3171
H -4.541 -5.592 1.863 0.0 0.0 0.0 0.4856
N 1.084 -0.193 -2.241 0.0 -0.2 0.2 -0.2530
C 1.400 -0.322 -3.335 0.1 -0.1 -0.5 0.8601
C 1.760 -0.469 -4.710 0.0 0.2 0.2 -0.2654
C 1.750 -1.731 -5.305 0.0 -0.1 0.1 -0.4237
C 2.114 -1.842 -6.633 0.0 0.0 -0.1 -0.8450
C 2.481 -0.708 -7.351 0.0 0.0 0.0 -0.4320
C 2.491 0.546 -6.751 0.0 0.0 0.0 -0.6756
C 2.129 0.675 -5.424 0.0 0.1 0.1 0.1273
H 1.476 -2.606 -4.729 0.0 0.0 0.0 0.5105
H 2.120 -2.812 -7.110 0.0 0.0 0.0 0.4477
H 2.767 -0.805 -8.390 0.0 0.0 0.0 0.4426
H 2.784 1.422 -7.315 0.0 0.0 0.0 0.4879
H 2.140 1.641 -4.932 0.0 -0.1 -0.1 0.1687
F -2.341 7.553 2.129 0.0 0.0 0.0 -0.2381
C -2.533 6.385 2.755 0.0 0.0 0.0 0.7944
F -1.899 6.439 3.933 0.0 0.0 0.0 -0.2684
F -3.845 6.265 2.994 0.0 0.0 0.0 -0.2526
C -2.035 5.237 1.908 0.0 0.0 0.0 0.2534
C -2.806 4.813 0.833 -0.1 0.0 -0.1 -1.0846
C -2.360 3.778 0.032 0.0 0.0 0.0 -0.2806
C -1.137 3.164 0.311 0.0 -0.1 0.0 0.4047
C -0.370 3.599 1.385 0.0 0.0 0.0 -0.2090
C -0.818 4.641 2.187 0.1 0.0 0.0 -1.0264
P -0.509 1.876 -0.797 -0.1 0.0 -0.1 0.7527
C -1.985 0.952 -1.322 -0.1 0.1 0.2 -0.3095
C -2.893 0.628 -0.305 0.0 0.0 -0.1 -0.3997
C -4.004 -0.146 -0.581 0.0 0.0 0.0 -1.1655
C -4.212 -0.607 -1.878 0.0 0.0 0.1 0.2870
C -3.318 -0.307 -2.887 0.1 0.0 0.0 -0.9059
C -2.200 0.472 -2.608 0.1 0.0 -0.1 -0.4678
C -5.436 -1.443 -2.153 0.0 0.0 0.1 0.5677
F -5.510 -1.819 -3.431 0.0 0.0 0.0 -0.2924
F -6.554 -0.781 -1.842 0.0 0.0 0.0 -0.2587
F -5.412 -2.562 -1.397 0.0 0.0 0.0 -0.1802
C 0.181 2.770 -2.217 0.1 -0.1 0.0 0.8161
C 1.557 2.987 -2.226 0.0 0.0 -0.1 -0.4285
C 2.144 3.681 -3.276 0.0 0.0 0.0 -1.0122
C 1.352 4.147 -4.313 0.0 0.0 0.0 0.4178
C -0.025 3.967 -4.294 -0.1 0.0 0.0 -1.1214
C -0.612 3.278 -3.247 0.0 0.1 0.1 -0.4447
C 1.965 4.826 -5.512 0.0 0.1 0.1 0.7226
F 3.274 5.033 -5.353 0.0 0.0 0.0 -0.2831
F 1.805 4.051 -6.605 0.0 0.0 0.0 -0.2264
F 1.378 5.998 -5.763 0.0 0.0 0.0 -0.2524
H -3.756 5.291 0.628 0.0 0.0 0.0 0.4601
H -2.969 3.445 -0.800 0.0 0.0 0.0 0.4478
H 0.588 3.142 1.591 0.0 0.0 0.0 0.3440
H -0.225 4.986 3.022 0.0 0.0 0.0 0.5194
H -2.745 1.010 0.701 0.0 -0.1 0.0 0.6555
H -4.719 -0.380 0.200 0.0 0.0 0.0 0.5248
H -3.497 -0.663 -3.892 0.0 0.0 0.0 0.5944
H -1.502 0.694 -3.405 0.0 0.1 0.0 0.6140
H 2.183 2.599 -1.432 0.0 0.0 0.0 0.3111
H 3.213 3.846 -3.294 0.0 0.0 0.0 0.4843
H -0.634 4.365 -5.097 0.0 0.0 0.0 0.5109
H -1.688 3.162 -3.230 0.0 -0.1 0.0 0.5074
Br 4.923 -0.695 -2.690 -0.1 0.0 0.0 -0.0889
C 5.659 -0.458 -0.960 -0.1 0.0 0.0 0.3518
C 7.034 -0.507 -0.813 0.0 0.0 0.0 -0.6720
C 7.590 -0.299 0.441 0.1 0.0 0.0 -0.5804
C 6.781 -0.031 1.534 0.0 0.0 0.1 -0.7500
C 5.406 0.026 1.375 0.0 0.0 0.0 -0.4166
C 4.834 -0.200 0.128 -0.1 0.0 0.0 0.0480
C 3.351 -0.155 0.003 -0.1 0.0 0.1 0.3977
O 2.721 0.962 0.062 0.1 -0.2 -0.1 -0.7931
O 2.640 -1.195 -0.111 0.2 0.2 0.0 -0.7574
H 7.662 -0.702 -1.671 0.0 0.0 0.0 0.4573
H 8.666 -0.340 0.559 -0.1 0.0 0.0 0.4022
H 7.220 0.136 2.508 0.0 0.0 0.0 0.4214
H 4.765 0.237 2.223 0.0 0.0 0.0 0.4993
```
Forces are in eV/Å.

Output
- E_tot: -220415.50764 eV
- Energy relative to the best compared isomer or geometry (same formula, charge and spin): 0.00 kcal/mol
- Frontier orbital gap: 7.8 eV
- Net charge: +2
- HOMO level: -0.4952 Ha
- LUMO level: -5.6 eV